# 1
19
Properties=species:S:1:pos:R:3:forces:R:3 method="wB97M-V/def2-TZVPD" homo_lumo_gap_ev="2.6 / 11.8" e_tot_ha=-198.79434 homo_energy_ev="1.57 / -7.63" mol_weight_g_mol=74.17 total_charge=-1 relative_energy_ev=1.039 spin_multiplicity=2
C 0.64434 -0.58308 -3.05775 2.4971 -0.8612 0.3465
C 0.36873 0.39474 -1.91580 -0.7785 0.7958 -1.3378
H 1.00306 -1.59583 -2.75596 -1.0803 0.3292 0.4315
H -0.12263 -0.67973 -3.81419 -0.2641 0.1059 0.0231
H 1.61295 -0.35267 -3.52641 -0.3784 0.7433 -0.5613
H -0.18609 1.24348 -2.35814 -0.3807 -0.3814 0.2054
H 1.20133 0.97252 -1.51288 0.4328 -0.8470 0.3166
H -0.24748 -0.08050 -1.17405 0.0016 0.1578 0.4167
C -0.83995 0.41270 1.52928 -0.5678 -0.5006 0.1112
C 0.11634 1.01857 2.61292 -0.9037 -2.0504 -1.0642
C -0.53663 -1.08387 1.24669 0.1621 0.8071 1.2560
H -1.92261 0.40126 1.74574 0.3523 0.4617 0.5618
H -0.82488 1.05587 0.65353 0.5806 -0.1735 -0.3198
H -0.14441 0.80045 3.63728 -0.7810 0.3888 0.4311
H -0.64604 -1.44637 0.22963 -0.4247 -0.0985 0.0881
H 0.48482 -1.30510 1.55075 0.2816 -0.0249 -0.3319
H 0.18554 2.05517 2.36017 0.7804 0.6681 0.4366
H 0.99271 0.36266 2.53731 0.5441 1.0975 -0.3668
H -1.13910 -1.59026 2.01191 -0.0734 -0.6178 -0.6430


# 2
168
Properties=species:S:1:pos:R:3:forces:R:3 method="wB97M-V/def2-TZVPD" homo_lumo_gap_ev=8.9 e_tot_ha=-2717.41791 homo_energy_ev=-8.59 mol_weight_g_mol=855.38 total_charge=0 relative_energy_ev=4.760 spin_multiplicity=1
C -1.34199 -15.18166 12.11341 0.1748 -0.9478 0.1975
C -0.09993 -16.12125 11.95046 1.7605 1.6074 -0.3986
C 0.03666 -16.59011 10.49900 -2.1137 -1.0591 -0.0876
C 1.26422 -15.23404 12.19155 -2.3821 -1.7674 1.6498
C 1.35072 -15.01045 13.69201 1.5218 -2.1459 0.8591
C 1.61354 -16.44135 14.36138 -0.9311 0.4850 -0.8970
C 0.38503 -17.41099 14.18041 1.4193 1.9729 0.8908
C 0.80385 -18.78813 14.58039 -0.5553 -1.7853 -0.0275
C -0.65236 -16.90943 15.19493 -1.2678 0.0367 -1.0369
N -0.04833 -17.37180 12.78159 0.7997 0.7944 -0.0978
O -1.17393 -18.23658 12.57574 0.4358 0.7100 -0.1163
H -1.16365 -14.19797 11.67906 0.1155 -0.0767 -0.0496
H -1.63279 -15.05418 13.15614 0.2322 0.0783 0.0750
H -2.22021 -15.61381 11.63376 0.0183 -0.0784 -0.1606
H 0.75647 -17.39043 10.32737 0.5310 0.4867 0.2114
H 0.00463 -15.85826 9.69186 0.5202 0.3893 0.4019
H -0.91390 -17.10572 10.36233 -0.2712 -0.2977 -0.4640
H 2.04779 -15.93539 11.90477 0.3612 0.6041 -0.3485
H 1.23101 -14.26472 11.69416 -0.0351 -0.4450 -0.5722
H 0.45175 -14.57477 14.12804 0.2219 0.3094 -0.1378
H 2.25552 -14.44925 13.92547 -0.2603 0.5194 0.1696
H 1.82419 -16.38680 15.42944 -0.2444 0.2477 0.1328
H 2.51048 -16.90148 13.94679 0.0485 0.1029 -0.4116
H -0.03566 -19.46001 14.40176 -0.2978 -0.0832 0.1679
H 1.60145 -19.28886 14.03157 0.3718 0.6400 -0.2418
H 1.01568 -18.88613 15.64511 0.1273 0.3276 0.0309
H -0.52509 -17.20224 16.23712 0.3320 -0.0665 -0.1257
H -0.76821 -15.82878 15.11190 0.1255 0.0293 0.2804
H -1.59876 -17.30683 14.82820 -0.3705 -0.1859 0.3623
H -0.74437 -18.85574 11.98100 -0.4452 -0.4415 -0.1033
C -5.48023 -14.68435 18.81292 0.3330 -0.4637 -0.1372
C -6.71977 -15.43174 18.25320 -0.8987 0.9721 -0.0535
C -7.11515 -16.62889 19.19022 -0.3835 0.5961 -1.2343
C -7.84912 -14.30942 18.28290 -0.7382 -0.8545 -1.5446
C -9.05695 -14.50729 17.26167 1.8733 -0.3117 1.1005
C -8.59500 -15.00715 15.85564 -0.5855 0.1168 1.0433
C -7.55862 -16.21584 15.90941 -0.1120 1.1009 -0.8652
C -8.41437 -17.44874 16.17805 0.1940 -1.1430 0.6973
C -6.83587 -16.31754 14.54693 -0.8979 0.4077 -0.3538
N -6.47117 -15.83086 16.84870 -0.5993 1.4676 0.9455
O -5.30342 -16.64617 16.87583 -0.6042 -0.7540 -0.3848
H -5.02238 -13.91340 18.19315 -0.3540 -0.2468 -0.8672
H -5.73894 -14.07400 19.67816 -0.1881 -0.6121 0.5053
H -4.68475 -15.39978 19.02142 -0.1098 0.1450 0.3215
H -8.19959 -16.73293 19.15451 -0.2918 0.5969 0.8306
H -6.92865 -17.61542 18.76588 1.2138 0.1411 0.0686
H -6.66551 -16.43960 20.16494 -0.4359 -0.5383 0.1059
H -8.35440 -14.27153 19.24797 0.5778 0.0464 0.3158
H -7.35966 -13.35758 18.07670 -0.0526 0.0416 0.0329
H -9.74109 -15.17867 17.78060 0.0044 -0.6442 -0.4336
H -9.64163 -13.58748 17.27532 0.2417 0.2287 -0.6024
H -8.31271 -14.16632 15.22206 0.6301 -0.0132 0.1932
H -9.54321 -15.33732 15.43141 0.2237 -0.5010 -0.5332
H -9.40203 -17.22971 16.58383 0.3287 0.2087 0.7724
H -7.82474 -18.10896 16.81407 -0.4144 -0.1742 0.3308
H -8.71959 -18.08806 15.34967 0.6186 0.3546 -0.6931
H -7.55472 -16.67425 13.80929 0.0304 -0.0673 -0.1005
H -5.96299 -16.96736 14.48431 -0.1553 -0.1665 0.3238
H -6.54897 -15.31463 14.23078 0.2207 0.0209 0.0444
H -4.84300 -16.34595 16.08877 0.3309 0.0689 0.0079
C -0.13803 -21.21686 18.44471 0.5923 -1.0461 1.1072
C -0.36880 -20.20084 19.58429 0.3346 -1.6070 -0.7039
C 0.77616 -19.85777 20.54699 -0.4386 0.9631 -0.7615
O -0.71737 -19.09041 18.81669 -0.4911 2.6307 0.7441
H 0.54172 -21.99090 18.80094 -0.1129 -0.4215 -0.3285
H 0.25982 -20.76557 17.53579 0.3401 0.2783 0.3364
H -1.09515 -21.64084 18.14097 -0.0203 -0.2249 0.1810
H -1.22629 -20.53262 20.16973 -0.1824 -0.0965 0.2226
H 1.58527 -19.46151 19.93345 0.5036 -0.4246 0.1743
H 1.06508 -20.59345 21.29759 0.0442 -0.3998 -0.6086
H 0.48312 -18.99385 21.14354 -0.2671 0.0431 -0.0468
H -1.50256 -19.34854 18.32838 -0.3285 0.0031 -0.5049
C -4.13692 -19.63124 25.01241 0.3284 0.7917 -0.0402
C -4.11391 -18.08900 25.36922 0.7988 -0.1272 -0.1485
C -3.46713 -17.70856 26.70016 -0.5221 -1.1215 1.1074
O -3.45028 -17.35172 24.34703 -1.0625 0.2113 -0.1038
H -3.14245 -20.07138 25.08596 0.2753 0.2751 0.1371
H -4.40342 -19.76118 23.96350 -0.1942 0.2771 0.0410
H -4.77420 -20.30102 25.58979 -0.2912 0.4863 0.3093
H -5.10552 -17.64168 25.43793 -0.3326 -0.4938 -0.3723
H -3.71624 -18.49569 27.41182 -0.0245 -0.2235 0.2864
H -3.93252 -16.82857 27.14416 0.2341 0.3196 -0.3330
H -2.38090 -17.63258 26.74944 -0.0881 0.1080 -0.5321
H -2.65568 -17.82742 24.09418 0.5030 -0.2323 -0.0694
C 2.59948 -16.43427 18.62116 1.1533 -0.1699 -0.3688
C 2.55023 -14.95586 18.36993 -2.3313 1.4894 1.8854
C 1.42117 -14.46659 19.35458 0.3321 0.6131 0.1896
O 3.72788 -14.24777 18.72039 0.3972 -0.5982 0.1321
H 3.54222 -16.75641 18.17895 0.0201 -0.7523 -0.0668
H 1.76654 -17.01086 18.21885 -0.0070 0.1962 -0.1520
H 2.62629 -16.58820 19.69991 0.1430 -0.1799 -0.0356
H 2.32098 -14.65018 17.34910 -0.2841 -0.3710 -0.1503
H 1.55026 -14.79972 20.38436 0.3514 -1.2786 -0.0829
H 0.42158 -14.77237 19.04567 0.1845 0.2988 -0.1657
H 1.46987 -13.42853 19.68347 -0.1841 0.6792 -1.3380
H 4.41029 -14.91157 18.84398 0.3415 0.1248 0.0572
C -4.50285 -20.66710 21.21879 0.9294 -0.4286 0.2480
C -5.59804 -20.97244 20.22288 -1.2700 -0.0727 0.9533
C -6.38124 -22.27812 20.59149 -0.3521 -0.1379 -0.8192
O -6.56055 -19.90994 20.28052 -0.3577 0.1274 0.0766
H -4.72776 -20.90720 22.25796 -0.3611 -0.3507 -0.1612
H -4.13996 -19.64143 21.28513 -0.2683 0.2256 -0.6271
H -3.65174 -21.27313 20.90823 0.2993 -0.1417 0.3033
H -5.15833 -21.02703 19.22700 -0.1150 -0.1664 0.0203
H -5.93752 -23.21394 20.25170 0.7342 0.0835 0.3455
H -7.34298 -22.35790 20.08475 -0.0728 0.6950 -0.4524
H -6.70460 -22.37677 21.62774 0.6721 0.3063 0.2505
H -6.60186 -19.38753 19.47617 0.2796 -0.2061 -0.0587
C -5.93839 -14.70163 24.55714 -1.5855 -1.0286 -0.4516
C -7.38037 -14.81724 25.19472 2.1940 -0.4769 0.7462
C -7.85546 -16.25608 25.62428 -0.0831 0.8086 -0.1988
O -7.31966 -13.94826 26.35520 -0.7720 -0.8532 -0.3699
H -5.78508 -13.67478 24.22522 0.0624 -0.0569 0.0987
H -5.96271 -15.36422 23.69198 0.1931 0.1443 -0.4282
H -5.08636 -15.06345 25.13266 -0.3294 0.1769 0.5088
H -8.08942 -14.43177 24.46208 -0.1401 0.1046 0.0855
H -7.30904 -16.76901 26.41575 0.8728 0.2660 -0.2297
H -7.94392 -16.92570 24.76877 0.0823 0.0476 -0.0134
H -8.83549 -16.19539 26.09751 -0.4233 0.3043 -0.3655
H -7.63246 -14.54940 27.03520 -0.0145 0.5272 0.5884
C -3.48470 -15.85363 21.44322 -0.4064 -1.1376 -0.7626
C -2.75456 -16.72107 20.38462 1.0209 0.6924 0.5187
C -1.82116 -15.86487 19.58455 0.5504 0.8757 -0.7956
O -1.96223 -17.69231 21.06986 -0.1353 -0.2440 0.7217
H -3.82309 -14.91078 21.01354 -0.2309 -0.2761 -0.0976
H -2.91610 -15.58437 22.33333 0.3917 -0.4694 -0.1846
H -4.30610 -16.50595 21.73970 -0.3383 0.5585 0.4966
H -3.38528 -17.30529 19.71456 -0.7935 0.3669 0.0684
H -2.29903 -15.01207 19.10240 -0.3772 0.1591 0.2410
H -1.31531 -16.33925 18.74361 0.0930 -0.6079 0.1731
H -1.05325 -15.46705 20.24799 -0.0538 -0.0152 0.0864
H -1.48304 -18.20616 20.41570 0.1502 -0.0470 -0.7037
C -1.92213 -10.45479 22.79022 0.2220 1.6078 1.2959
C -2.20331 -10.76534 21.38721 -0.8083 -3.5075 -1.9601
C -2.90064 -12.17095 21.20839 0.3387 0.9340 0.9992
O -2.97133 -9.75985 20.81649 -0.3995 1.1614 -0.2237
H -1.36733 -9.51879 22.72537 0.2869 0.0997 0.4735
H -1.36936 -11.15015 23.42190 0.0689 -0.2730 -0.5786
H -2.82285 -10.18879 23.34343 -0.2868 -0.1816 -0.1369
H -1.29738 -10.92975 20.80381 0.6009 0.5052 0.1418
H -2.20029 -12.79938 21.75856 -0.4196 -0.7009 -0.1043
H -3.06298 -12.55234 20.20028 0.4637 0.3204 -0.2404
H -3.88883 -12.15977 21.66824 0.0482 -0.0792 0.3599
H -2.96317 -9.89695 19.86636 -0.1179 0.0857 -0.0441
C -3.28667 -20.85088 15.25720 0.6739 0.0904 0.4354
C -4.01624 -19.86125 16.14831 0.4965 0.0953 -1.1387
C -5.41540 -20.31130 16.37399 -0.6905 -1.0035 1.7797
O -3.29386 -19.67735 17.37888 -0.1058 0.1237 -0.1095
H -3.28007 -21.85398 15.68365 -0.2489 -0.0942 0.0814
H -2.23916 -20.55552 15.19714 0.0378 0.0767 -0.2750
H -3.72619 -20.88771 14.26042 0.0235 0.0570 0.0678
H -4.01706 -18.89704 15.63997 0.0512 0.1464 -0.1598
H -6.12963 -19.54984 16.68726 -0.0962 0.2834 -0.8909
H -5.38946 -20.88622 17.29968 0.2273 -0.4138 0.1025
H -5.75151 -21.06531 15.66223 -0.3603 0.6428 -0.3832
H -3.52267 -18.77484 17.61277 -0.0117 0.2246 0.4994
C 0.56942 -17.22116 23.08019 -0.0621 -0.1502 -0.0343
C 0.06054 -18.49388 23.82912 1.1623 2.7384 1.3785
C 0.08462 -18.17603 25.34363 0.5187 -0.7360 0.6906
O -1.28137 -18.67980 23.50556 0.2947 -1.2895 -0.2258
H 0.04204 -16.36631 23.50352 0.3552 0.1957 0.1785
H 0.34882 -17.14956 22.01515 -0.3637 -0.5494 -0.0695
H 1.65504 -17.12464 23.09467 0.0480 0.1665 0.6060
H 0.79264 -19.27826 23.63704 -0.5889 -0.7659 -0.2599
H -0.37535 -17.23002 25.62924 -0.0804 0.0423 -0.4198
H 1.06287 -18.21412 25.82289 0.5768 0.4708 -0.6433
H -0.36300 -18.94355 25.97501 -0.7601 -0.2924 -0.4830
H -1.33356 -18.51205 22.56177 -0.7964 0.2113 -0.5075


# 3
17
Properties=species:S:1:pos:R:3:forces:R:3 method="wB97M-V/def2-TZVPD" homo_lumo_gap_ev=11.3 e_tot_ha=-234.76417 homo_energy_ev=-10.41 mol_weight_g_mol=76.14 total_charge=0 relative_energy_ev=1.862 spin_multiplicity=1
C 0.86263 1.48719 -0.32510 1.8995 2.9206 -4.2322
C 1.28895 1.91262 1.03682 -1.0034 1.7136 1.4702
C 0.23379 1.54440 2.17079 1.4848 2.8459 -2.4878
H 0.36289 0.59658 -0.64178 -1.0355 -0.5459 0.7913
H 1.82355 1.33487 -0.94765 -1.1361 0.4747 0.7396
H 0.40958 2.50661 -0.86625 0.5600 -3.1132 1.0878
H 2.30616 1.61964 1.33943 -0.4250 -0.2064 -0.2509
H 1.30344 3.04995 0.87121 0.3876 -1.4901 1.0690
H -0.05036 0.58552 1.95884 -0.7039 -2.7121 0.0838
H 0.71113 1.69023 3.10106 -0.0125 0.0277 1.2372
H -0.63466 2.17985 1.99313 -0.0218 0.0609 0.4825
C -1.67196 -2.17986 -1.03010 -1.2331 0.6875 -0.7739
O -0.49599 -2.65505 -1.59429 0.7552 -0.3881 -0.8857
H -1.37742 -1.90795 -0.04474 -0.4086 -0.0567 1.1287
H -1.98345 -1.19855 -1.52071 -0.0780 -1.2452 0.4143
H -2.47243 -2.98248 -1.08948 0.5703 1.2144 0.3924
H -0.71097 -2.82003 -2.51318 0.4005 -0.1874 -0.2662


# 4
20
Properties=species:S:1:pos:R:3:forces:R:3 method="wB97M-V/def2-TZVPD" homo_lumo_gap_ev=10.0 e_tot_ha=-514.68494 homo_energy_ev=-9.35 mol_weight_g_mol=137.14 total_charge=0 relative_energy_ev=1.848 spin_multiplicity=1
C 0.14454 1.69543 0.70716 -0.0542 -0.1695 -0.0726
C 0.62208 0.27876 0.55284 0.0671 -0.3920 2.4292
O 1.88969 0.13663 0.14748 1.2503 -1.4812 0.9435
O 0.99556 -0.36587 2.08744 -1.3755 0.2269 -0.7840
C -0.36113 -0.76057 -0.03377 -0.0119 -0.0267 -0.1190
O -0.06130 -2.04875 0.41358 0.0076 0.1399 0.0256
O -1.65874 -0.36492 0.37998 0.0801 -0.0338 -0.0213
C -0.26820 -0.82388 -1.57843 -0.0409 -0.0346 0.2677
N -0.74248 0.33606 -2.30410 0.0094 0.0836 0.0339
H 0.89557 2.27492 1.24054 0.0229 -0.0233 0.0246
H -0.81819 1.72961 1.20795 -0.0052 0.0478 -0.0078
H 0.03715 2.12579 -0.28937 -0.0391 0.0144 0.0253
H 2.09216 -0.46594 1.06011 0.2873 1.4889 -2.5226
H 1.12402 0.30880 2.76502 -0.2249 0.1850 -0.1962
H 0.14785 -1.97865 1.35882 -0.0631 -0.0041 -0.0785
H -2.24654 -1.11061 0.20510 0.0600 0.0057 0.0125
H -0.86625 -1.69461 -1.86695 0.0455 0.0067 0.0548
H 0.76551 -1.03228 -1.85091 -0.0405 -0.0100 0.0281
H -0.07071 1.09295 -2.28324 -0.0644 -0.0440 -0.0138
H -1.62059 0.66713 -1.91924 0.0893 0.0202 -0.0292


Copy entry 1 word for word.
19
Properties=species:S:1:pos:R:3:forces:R:3 method="wB97M-V/def2-TZVPD" homo_lumo_gap_ev="2.6 / 11.8" e_tot_ha=-198.79434 homo_energy_ev="1.57 / -7.63" mol_weight_g_mol=74.17 total_charge=-1 relative_energy_ev=1.039 spin_multiplicity=2
C 0.64434 -0.58308 -3.05775 2.4971 -0.8612 0.3465
C 0.36873 0.39474 -1.91580 -0.7785 0.7958 -1.3378
H 1.00306 -1.59583 -2.75596 -1.0803 0.3292 0.4315
H -0.12263 -0.67973 -3.81419 -0.2641 0.1059 0.0231
H 1.61295 -0.35267 -3.52641 -0.3784 0.7433 -0.5613
H -0.18609 1.24348 -2.35814 -0.3807 -0.3814 0.2054
H 1.20133 0.97252 -1.51288 0.4328 -0.8470 0.3166
H -0.24748 -0.08050 -1.17405 0.0016 0.1578 0.4167
C -0.83995 0.41270 1.52928 -0.5678 -0.5006 0.1112
C 0.11634 1.01857 2.61292 -0.9037 -2.0504 -1.0642
C -0.53663 -1.08387 1.24669 0.1621 0.8071 1.2560
H -1.92261 0.40126 1.74574 0.3523 0.4617 0.5618
H -0.82488 1.05587 0.65353 0.5806 -0.1735 -0.3198
H -0.14441 0.80045 3.63728 -0.7810 0.3888 0.4311
H -0.64604 -1.44637 0.22963 -0.4247 -0.0985 0.0881
H 0.48482 -1.30510 1.55075 0.2816 -0.0249 -0.3319
H 0.18554 2.05517 2.36017 0.7804 0.6681 0.4366
H 0.99271 0.36266 2.53731 0.5441 1.0975 -0.3668
H -1.13910 -1.59026 2.01191 -0.0734 -0.6178 -0.6430